Density functional theory data (ωB97M-V with the def2-TZVPD basis set) for C4H12N2O in the gas phase.

Element x y z (Å)
O (-0.79, 1.56, -3.13)
N (-1.02, 0.24, 1.71)
N (-0.15, 0.73, -1.03)
C (0.33, -0.08, 1.24)
C (0.24, -0.43, -0.25)
C (-0.40, 0.40, -2.42)
C (0.87, -1.26, 2.02)
H (0.23, -2.12, 1.85)
H (-0.91, 0.60, 2.66)
H (-1.22, -0.31, -2.47)
H (-1.39, 2.05, -2.55)
H (1.87, -1.51, 1.68)
H (-0.44, -1.27, -0.37)
H (0.59, 1.43, -1.00)
H (0.90, -1.03, 3.08)
H (1.00, 0.79, 1.34)
H (1.22, -0.82, -0.58)
H (0.48, 0.02, -2.94)
H (-1.41, 1.00, 1.16)

The SMILES is C[C@H](N)CNCO. For the maximum force, the calculation gives 0.01706 hartree/bohr. As for the charge: 0. The HOMO energy comes out at -9.252 eV. The energy relative to the best compared isomer or geometry (same formula, charge and spin) is 106.1 kJ/mol. The HOMO-LUMO gap comes out at 10.269 eV. The calculated total energy is -344.34460 Eh.